118
Properties=species:S:1:pos:R:3 method="wB97M-V/def2-TZVPD" e_lumo_ev=-1.78 smiles="C[C@@H](O)C[C@@]1(CCCCO)NC(=O)C[C@]1(PP(=O)(O)O)P(O)(O)=S.O=C1C=C(O)C(=O)C=C1O.O=C1C=C(O)C(=O)C=C1O.O=C1C=C(O)C(=O)C=C1O.O=C1C=C(O)C(=O)C=C1O.O=C1C=C(O)C(=O)C=C1O" homo_ha=-0.344 fmax_ev_per_a=6.73
C -2.14 1.44 -1.59
C -0.62 2.00 -1.90
O -0.72 3.44 -1.91
C 0.40 1.29 -0.93
C 1.42 2.12 -0.04
C 2.89 1.74 -0.60
C 3.23 2.48 -2.02
C 4.21 3.75 -1.86
C 3.57 5.17 -2.24
O 2.52 5.12 -3.24
N 1.47 3.60 0.03
C 2.28 4.08 1.15
O 2.91 5.16 1.28
C 2.18 2.82 2.18
C 1.07 1.80 1.53
P -0.71 2.41 1.92
P -0.72 4.37 2.86
O -0.43 5.54 1.88
O -2.36 4.63 3.36
O 0.19 4.48 4.31
P 1.42 0.13 2.28
O 2.49 0.39 3.62
O 0.04 -0.64 3.00
S 2.25 -1.21 1.16
H -2.14 0.37 -1.21
H -2.59 2.21 -0.87
H -2.71 1.52 -2.59
H -0.41 1.66 -2.99
H -1.29 3.65 -2.69
H 1.02 0.55 -1.57
H -0.20 0.60 -0.22
H 3.03 0.62 -0.83
H 3.75 2.02 0.10
H 3.76 1.73 -2.72
H 2.22 2.71 -2.50
H 4.55 3.82 -0.76
H 5.12 3.59 -2.56
H 4.43 5.80 -2.70
H 3.20 5.78 -1.34
H 1.86 5.80 -2.94
H 1.44 4.16 -0.83
H 3.26 2.39 2.14
H 2.08 3.03 3.29
H -1.32 1.54 2.92
H -2.70 5.40 2.85
H 1.08 4.87 4.13
H 3.36 0.03 3.30
H -0.36 -1.15 2.25
C 0.26 -5.17 6.48
C -0.46 -5.98 5.71
C -1.03 -5.52 4.41
O -1.66 -6.30 3.71
C -0.80 -4.12 4.01
C -0.08 -3.31 4.79
C 0.51 -3.78 6.08
O 1.17 -3.01 6.75
O 0.14 -2.01 4.44
O -0.71 -7.27 6.07
H 0.67 -5.49 7.43
H -1.23 -3.80 3.08
H 0.68 -1.63 5.16
H -1.24 -7.65 5.35
C 5.82 4.98 -5.88
C 6.15 5.25 -7.14
C 7.39 4.70 -7.75
O 7.65 4.95 -8.92
C 8.26 3.87 -6.91
C 7.93 3.60 -5.65
C 6.67 4.13 -5.05
O 6.39 3.86 -3.89
O 8.73 2.83 -4.85
O 5.37 6.04 -7.93
H 4.92 5.38 -5.42
H 9.17 3.48 -7.36
H 8.28 2.79 -3.99
H 5.82 6.08 -8.79
C -7.35 -4.20 5.57
C -7.02 -3.96 4.30
C -5.78 -4.53 3.70
O -5.51 -4.30 2.54
C -4.92 -5.36 4.56
C -5.26 -5.60 5.83
C -6.51 -5.05 6.42
O -6.79 -5.31 7.58
O -4.47 -6.36 6.63
O -7.79 -3.17 3.50
H -8.25 -3.79 6.02
H -4.02 -5.75 4.12
H -4.92 -6.39 7.50
H -7.34 -3.15 2.64
C -10.24 -2.33 1.28
C -9.75 -3.26 0.46
C -10.64 -4.03 -0.47
O -10.15 -4.86 -1.22
C -12.08 -3.74 -0.44
C -12.57 -2.81 0.39
C -11.68 -2.03 1.29
O -12.16 -1.17 2.02
O -13.90 -2.53 0.43
O -8.42 -3.56 0.44
H -9.61 -1.77 1.95
H -12.71 -4.31 -1.10
H -14.00 -1.83 1.10
H -8.32 -4.26 -0.24
C 6.43 -2.49 -5.33
C 5.99 -1.47 -6.08
C 5.98 -0.07 -5.56
O 5.60 0.83 -6.28
C 6.44 0.15 -4.19
C 6.87 -0.86 -3.43
C 6.91 -2.25 -3.96
O 7.33 -3.16 -3.25
O 7.30 -0.66 -2.16
O 5.54 -1.67 -7.35
H 6.45 -3.51 -5.69
H 6.41 1.17 -3.82
H 7.56 -1.55 -1.83
H 5.29 -0.79 -7.68

8
Properties=species:S:1:pos:R:3 method="wB97M-V/def2-TZVPD" de_lowest_kj_mol=289.7 e_lumo_ev=0.61 smiles=Oc1cnon1 homo_ha=-0.390 fmax_ev_per_a=2.90
C 0.45 -0.15 -0.02
C -0.52 0.92 0.02
H 2.15 -0.94 0.07
H -0.39 2.02 0.04
N -1.74 0.38 -0.03
N -0.19 -1.25 0.04
O 1.77 -0.04 -0.06
O -1.53 -0.95 -0.06

162
Properties=species:S:1:pos:R:3 method="wB97M-V/def2-TZVPD" e_lumo_ev=-4.10 homo_ha=-0.399 total_charge=+1 fmax_ev_per_a=5.46
C -2.29 -2.33 4.92
C -3.13 -2.21 4.06
C -4.00 -1.81 2.88
C -3.62 -0.42 2.30
C -2.12 -0.53 1.85
C -1.85 -1.68 0.79
C -0.52 -1.35 -0.02
C 0.49 -2.52 0.03
O 0.57 -3.35 -0.83
O 1.36 -2.57 1.11
C -3.64 0.67 3.46
P -5.04 0.36 4.73
N -5.06 1.51 5.84
N -3.93 2.03 2.98
C -2.81 2.84 2.52
S -1.73 3.27 3.99
O -0.69 2.28 4.04
O -1.16 4.55 3.62
C -5.15 2.15 2.32
N -5.89 3.27 2.44
Cl -7.43 3.41 1.69
S -5.45 4.69 3.34
O -6.68 5.30 3.76
O -4.67 4.44 4.51
C -4.68 5.99 2.21
F -3.45 6.22 2.65
F -4.67 5.57 0.93
F -5.37 7.11 2.30
N -5.60 1.07 1.66
C -4.58 0.11 1.18
C -3.84 0.75 -0.05
C -4.75 1.53 -1.04
C -4.35 1.30 -2.52
F -4.21 -0.03 -2.83
Br -2.60 2.17 -2.75
C -5.43 1.91 -3.54
F -4.74 2.40 -4.60
F -6.20 2.85 -2.97
Br -6.50 0.44 -4.30
B -5.46 -1.09 0.51
O -5.05 -1.83 -0.60
O -6.70 -1.34 1.06
C -7.28 -2.61 0.70
C -8.11 -2.56 -0.64
H -1.52 -2.68 5.60
H -5.06 -1.90 3.20
H -3.85 -2.65 2.17
H -1.70 0.38 1.40
H -1.44 -0.76 2.70
H -2.69 -1.86 0.10
H -1.62 -2.60 1.38
H -0.02 -0.44 0.38
H -0.83 -1.15 -1.06
H 0.83 -2.71 1.91
H -2.69 0.55 4.02
H -4.88 -0.86 5.42
H -6.29 0.35 4.04
H -4.27 2.12 5.60
H -2.09 2.40 1.80
H -3.10 3.82 2.11
H -2.47 3.39 5.14
H -6.39 1.22 1.05
H -3.33 -0.04 -0.65
H -3.02 1.44 0.24
H -5.85 1.34 -0.97
H -4.62 2.62 -0.85
H -5.51 -1.57 -1.41
H -6.55 -3.44 0.72
H -8.02 -2.85 1.49
H -7.78 -1.73 -1.30
H -9.20 -2.58 -0.47
H -7.85 -3.49 -1.19
C 2.57 1.67 -5.49
C 1.63 0.64 -6.13
C 1.31 -0.42 -5.07
S 1.45 0.41 -3.48
O 2.55 -0.17 -2.76
O 0.13 0.55 -2.90
C 1.96 1.99 -4.13
H 2.68 2.56 -6.10
H 3.56 1.22 -5.35
H 0.71 1.14 -6.44
H 2.07 0.19 -7.02
H 0.30 -0.81 -5.18
H 2.03 -1.23 -5.09
H 2.67 2.46 -3.44
H 1.07 2.62 -4.23
C -6.00 -7.66 4.26
C -6.83 -6.37 4.22
C -5.87 -5.19 4.37
S -4.29 -5.75 3.72
O -3.34 -5.80 4.80
O -4.01 -5.05 2.49
C -4.81 -7.42 3.34
H -6.58 -8.53 3.95
H -5.65 -7.84 5.28
H -7.34 -6.31 3.25
H -7.60 -6.36 4.99
H -6.20 -4.32 3.81
H -5.72 -4.93 5.42
H -3.98 -8.11 3.51
H -5.11 -7.44 2.29
C 4.79 2.93 4.85
C 4.49 4.31 4.25
C 3.40 4.12 3.19
S 2.45 2.69 3.69
O 2.63 1.65 2.71
O 1.13 3.11 4.12
C 3.43 2.30 5.13
H 5.40 3.00 5.75
H 5.34 2.32 4.12
H 4.13 4.97 5.04
H 5.38 4.76 3.82
H 2.74 4.99 3.13
H 3.83 3.92 2.21
H 3.48 1.22 5.27
H 2.96 2.76 6.00
C 2.90 6.84 -1.18
C 3.10 7.83 -2.33
C 3.47 7.01 -3.58
S 2.73 5.40 -3.36
O 3.78 4.42 -3.23
O 1.65 5.24 -4.31
C 2.04 5.71 -1.74
H 2.42 7.31 -0.32
H 3.87 6.44 -0.86
H 2.16 8.37 -2.51
H 3.86 8.57 -2.10
H 3.09 7.47 -4.49
H 4.55 6.88 -3.66
H 2.07 4.80 -1.14
H 1.00 6.03 -1.88
C 6.04 -0.38 -3.21
C 6.89 -1.65 -3.12
C 7.14 -2.12 -4.56
S 7.08 -0.66 -5.59
O 5.94 -0.77 -6.48
O 8.41 -0.37 -6.09
C 6.68 0.49 -4.29
H 5.99 0.15 -2.26
H 5.02 -0.64 -3.50
H 7.84 -1.41 -2.64
H 6.41 -2.42 -2.53
H 8.11 -2.60 -4.66
H 6.36 -2.81 -4.89
H 6.02 1.27 -4.67
H 7.62 0.93 -3.94
C 10.52 -6.88 -2.76
C 10.50 -6.27 -4.17
C 9.17 -5.54 -4.33
S 8.67 -5.03 -2.69
O 7.47 -5.74 -2.33
O 8.77 -3.59 -2.58
C 10.04 -5.78 -1.83
H 11.52 -7.24 -2.49
H 9.84 -7.73 -2.72
H 11.33 -5.56 -4.27
H 10.63 -7.03 -4.94
H 9.27 -4.66 -4.97
H 8.40 -6.19 -4.73
H 9.72 -6.15 -0.86
H 10.81 -5.01 -1.70

87
Properties=species:S:1:pos:R:3 method="wB97M-V/def2-TZVPD" de_lowest_kj_mol=0.0 e_lumo_ev="-5.26 / -6.81" homo_ha="-0.467 / -0.471" total_charge=+2 s_squared=3.77 fmax_ev_per_a=3.63 spin_multiplicity=4
Re -1.38 0.77 -0.94
I -7.06 -2.19 -5.18
C -5.76 -1.08 -4.05
C -5.88 0.26 -3.95
C -4.94 0.91 -3.08
I -5.02 2.93 -3.08
C -3.88 0.27 -2.40
O -3.20 0.92 -1.43
C -3.80 -1.13 -2.60
C -2.80 -1.81 -1.81
N -1.43 -1.20 -1.80
C -0.66 -1.30 -3.10
C -0.83 0.00 -3.85
C -0.94 0.04 -5.26
C -1.35 1.23 -5.87
C -1.43 2.38 -5.08
C -1.29 2.23 -3.70
N -1.03 1.09 -3.10
C -4.70 -1.79 -3.46
H -6.72 0.79 -4.30
H -2.61 -2.87 -2.09
H -3.08 -1.90 -0.77
H -0.93 -1.72 -0.95
H -1.14 -2.04 -3.69
H 0.36 -1.63 -2.87
H -0.97 -0.87 -5.90
H -1.54 1.26 -6.89
H -1.59 3.38 -5.43
H -1.51 3.08 -3.12
H -4.64 -2.90 -3.52
Br -2.02 6.91 1.63
C -1.84 5.30 0.82
C -0.58 4.79 0.49
C -0.50 3.51 0.03
N -1.55 2.77 -0.22
C -2.78 3.25 0.20
C -2.99 4.55 0.57
H 0.30 5.31 0.73
H 0.48 3.18 -0.34
H -3.62 2.57 0.06
H -3.95 4.93 0.89
C -2.45 0.13 2.04
C -1.73 -0.42 0.82
O -1.35 -1.57 0.82
H -2.63 -0.65 2.75
H -3.46 0.38 1.58
H -2.01 1.03 2.44
C 4.59 -4.64 0.89
C 4.63 -3.10 0.74
C 3.60 -2.62 -0.27
C 2.17 -2.69 0.23
N 1.81 -1.73 1.27
C 1.46 -0.46 1.10
Se 1.18 0.45 -0.63
N 1.23 0.10 2.34
C 1.18 1.56 2.49
C 2.51 2.29 2.24
C 3.69 2.22 3.24
C 4.74 1.19 2.90
C 1.49 -0.84 3.29
C 1.49 -0.73 4.68
C 1.75 -1.88 5.36
C 2.05 -3.06 4.71
C 2.25 -3.10 3.34
C 1.87 -1.95 2.64
H 5.40 -4.97 1.61
H 4.73 -5.07 -0.08
H 3.65 -4.97 1.33
H 5.64 -2.82 0.36
H 4.40 -2.64 1.72
H 3.75 -3.17 -1.21
H 3.81 -1.60 -0.66
H 1.82 -3.65 0.53
H 1.51 -2.35 -0.59
H 0.76 1.75 3.49
H 0.33 1.86 1.80
H 2.17 3.30 2.18
H 2.85 2.09 1.24
H 3.32 1.86 4.21
H 4.09 3.24 3.39
H 4.26 0.22 2.78
H 5.50 1.01 3.67
H 5.38 1.40 1.97
H 1.22 0.16 5.26
H 1.51 -1.93 6.42
H 2.18 -3.95 5.30
H 2.46 -3.93 2.70